# 1
135
Properties=species:S:1:pos:R:3 method="wB97M-V/def2-TZVPD" de_lowest_kcal_mol=48.0 mol_weight_g_mol=688.1 homo_ev=-8.98
H -3.11658 3.74831 -3.03257
H -4.05923 0.43620 -0.95012
C -0.18387 -1.06885 2.23394
H -1.27663 -3.58628 4.66491
C -1.32570 3.25396 4.38786
H -5.81755 0.86036 2.57319
H 1.60422 0.96722 0.53445
N 8.10293 -0.24700 -2.17070
H -1.39739 4.19603 -2.88757
H 1.06835 1.17915 -2.41446
C -4.06365 -0.42789 2.29237
H 2.69803 -1.53260 -4.10033
H -5.08488 -2.44932 -1.55139
H -4.69749 1.36396 1.26883
H 0.69327 3.40709 -2.47677
H -0.90947 4.14573 4.88752
H -1.72701 0.57478 0.87815
H 7.37891 -0.91298 -2.34857
H 8.32048 -0.16637 -0.02691
O 5.60009 -0.26026 -0.65331
H 0.10344 4.98181 2.65593
H 2.56260 -0.16905 -3.09157
C -1.34514 -5.81838 4.64477
H 3.55746 2.95718 -3.39810
C -3.41230 -1.18219 -2.15918
H -0.22323 -2.69142 -3.33575
H -1.00427 -6.94504 6.54786
H -1.35300 5.44730 -1.07608
C 8.81925 1.63283 -1.01975
C 4.39540 0.13248 0.05060
N -3.63843 3.04138 -0.62881
H -3.81408 3.08240 0.31627
H -3.37819 -0.72308 1.55314
H -3.50726 -3.39880 -1.52840
H 1.63363 -3.12460 0.90954
H -3.85558 0.62099 3.86846
C -1.93042 -4.40992 4.34476
H 0.48797 -2.90872 -1.29173
H 4.04055 -2.63894 0.90332
C -4.63300 -1.62139 3.03678
C -1.58388 3.59264 2.97485
H -3.65991 0.93322 -2.55273
C 6.48341 0.85022 -0.73282
O -3.33874 5.87372 -1.46587
H -1.02508 -1.82692 2.14188
O -3.25832 0.27128 3.20038
O 1.86189 1.65336 -2.04403
H -1.55921 3.43869 -0.32119
C -5.22217 0.50745 1.72691
H 0.38291 3.25024 2.16935
H -0.60963 4.13866 1.20331
C -0.74633 -4.26077 -0.13571
C 1.71612 -3.89876 0.09684
H -5.24361 -2.29308 2.39151
H 4.62870 0.38168 1.08577
H -2.25813 3.05238 4.84127
C 1.74427 3.10299 -2.29437
H 1.90863 3.25052 -0.21541
C 0.18027 -0.46069 0.96565
C -2.16787 3.49261 -2.50861
H -1.08048 -0.28963 -3.41395
C 2.07526 -1.11006 -3.31372
H 6.20700 1.39583 -1.65416
H -2.48505 1.79167 2.80827
H -4.37830 3.60046 -1.08831
H -3.87895 -2.28184 3.43835
H 4.72973 -4.16733 0.20021
C 0.53257 -3.89196 -0.88975
O -3.44288 -1.65855 -3.55753
H -2.81557 -2.43101 -3.57600
H -2.10712 -4.36450 3.26608
H 1.98214 -1.79150 -2.45534
H -2.37696 -0.89715 -1.83343
H -5.32446 -1.27939 3.81090
H 1.61639 -4.72525 -2.37811
C -1.03495 0.06402 0.23414
H -0.63059 -2.28334 -5.02800
H -0.59922 -5.23448 0.25186
H -0.51438 -6.13252 2.83515
H -0.65850 0.62017 -0.66376
H 0.81230 -3.00658 -4.64732
H 0.72533 -5.82160 -1.58745
H 8.87128 -0.86066 -2.17838
H -2.38892 7.69197 -1.27064
H -5.11238 0.11326 -2.34078
H -1.89158 2.48241 -2.73959
H 0.19658 -5.79542 6.05253
H -0.47663 -0.36795 3.04839
H 0.65997 -1.71814 2.60109
C 2.59682 3.42128 -3.55732
C -0.84840 -5.97607 6.09468
H 8.87185 2.22934 -0.09519
H -1.66794 -4.41378 -0.69807
H 3.43800 3.85838 -1.07956
C -4.02654 -2.33317 -1.34608
H -5.83002 -0.07417 0.98588
H -0.55136 2.51982 4.48758
O 2.87653 -3.57155 -0.68935
C 0.16231 -2.24549 -4.29942
H 1.92041 4.83836 -1.04577
H 8.50101 2.24030 -1.85157
C -0.33343 4.05218 2.24564
H -1.28485 -5.31639 6.82633
O -0.24906 -6.04424 3.74716
H 6.41535 1.57876 0.07866
C -4.12259 0.12037 -2.01363
H -2.34851 5.53847 0.35118
C 0.74639 -0.88982 -4.04332
C 7.95999 0.42400 -0.89304
H -4.19431 7.77102 -1.87272
C -2.34775 5.25446 -0.73549
H 2.10446 3.11166 -4.51063
C -3.40966 7.28730 -1.20752
O -0.15841 -0.08122 -3.20847
H -1.48632 -0.78883 -0.17036
H 2.88573 4.47689 -3.70145
H -2.85325 -4.36001 4.87276
O 1.08024 0.71581 1.32792
H 3.60797 -0.56067 -0.10663
H -2.13644 -6.60651 4.38899
H 4.63820 -2.59693 -0.78438
H -3.83792 -2.13988 -0.27897
H -3.68912 7.36920 -0.13411
H -0.88958 -3.61583 0.72272
C -2.37677 3.74371 -0.99700
O -2.17901 2.55119 2.27669
H 0.91477 -0.37567 -5.02447
C 4.11741 -3.26212 -0.01165
C 2.33478 3.78905 -1.04908
H 1.78363 -4.89447 0.50944
H 4.08527 1.02893 -0.43901
H 9.83619 1.30701 -1.25908
H -2.29715 4.47518 2.91022
N 0.72728 -4.83636 -1.94751
H 0.75659 -1.16592 0.35668

# 2
8
Properties=species:S:1:pos:R:3 method="wB97M-V/def2-TZVPD" de_lowest_kcal_mol=2.7 mol_weight_g_mol=81.2 charge=-1 homo_ev=-2.68
S -1.60514 -1.14426 0.77861
H 2.22930 -0.21576 -1.55538
C 1.48008 -0.28937 -0.76723
S 0.95028 1.42917 -0.43600
H 1.90594 -0.73310 0.12409
H 0.65890 -0.92133 -1.09313
H -2.33991 -2.19799 1.19596
H 0.05982 1.07907 0.49527

# 3
94
Properties=species:S:1:pos:R:3 method="wB97M-V/def2-TZVPD" de_lowest_kcal_mol=49.7 mol_weight_g_mol=972.1 charge=+2 homo_ev="-12.52 / -12.43"
H 3.34990 -1.02190 6.01098
H 1.11106 2.00367 4.54001
C -4.34100 4.61097 3.75081
H 4.23052 2.42657 0.67313
C 1.40457 3.45677 -3.97714
C 1.24620 -4.44690 1.60304
N 2.87035 -2.74886 1.27204
C 3.14436 2.23086 -1.22450
Cl 6.14697 -1.30469 5.76989
H 0.83959 3.86973 -3.15598
C 1.79526 2.11582 -3.93551
C 4.42199 0.14701 2.48718
C 0.26929 0.43529 -2.99165
H 0.10491 0.28136 -5.21759
C -3.18971 -2.63533 -2.24673
C 0.42496 1.78977 3.74650
Cl -5.32696 6.99043 2.93825
H 1.63959 -2.84408 3.03227
C 3.06775 0.30609 2.87249
C 2.62187 -5.10477 1.62192
C 1.56556 -2.99461 1.95386
C -3.12804 0.95114 0.81061
C -0.26027 -0.00779 -4.25195
C 3.63621 -0.67709 5.02944
Cl -4.81237 -6.70389 -3.36370
C 5.35731 -0.34879 3.36623
H 2.63637 -6.05106 1.08969
C -4.72158 5.41207 2.67465
C -1.45650 -0.87892 -2.55257
C -2.40656 -3.56788 -2.96605
C -1.39286 1.66959 2.42208
C 0.75537 1.15183 2.50562
C -2.89010 -4.80962 -3.29127
N 1.45180 1.01342 -0.34527
H -5.98428 -4.56137 -1.92822
H 1.66204 -0.20960 4.42805
Cl 2.78949 4.67954 -7.49261
N -0.35409 1.08095 1.75126
O 0.97345 -1.53993 0.20561
H -4.91215 5.53072 0.53639
C -2.68937 1.77870 1.86583
C -3.53568 2.91983 2.22528
Pd -0.39021 0.33032 -0.07346
C 0.54775 -2.00156 1.31197
H -3.84826 3.36331 0.14452
C -4.47537 0.82466 0.35500
H 3.39407 1.95776 -6.91400
O -0.51301 -1.73964 1.84002
C -3.13059 -0.54523 -0.81378
C 3.40740 2.03588 0.10734
C 4.98046 -0.72785 4.65566
H 2.83053 0.55438 -4.97718
H 1.38488 5.27431 -5.10285
C -4.59243 4.93076 1.37304
H 4.74374 0.45749 1.50727
H 6.39241 -0.42972 3.07364
H -1.44081 2.68705 4.41247
C -1.30012 -0.84428 -3.98425
C -4.47961 -0.11083 -0.64428
H -5.09561 -2.39496 -1.25969
H 2.93109 -5.28476 2.64889
H -2.26813 -5.51446 -3.81794
H 3.55772 -4.19547 -0.11706
C -3.76695 3.37594 3.52721
H 3.73078 2.77782 -1.93577
C 2.83207 2.37088 -6.09261
N -2.34466 0.09853 0.06995
C 2.07450 0.85445 2.01311
H -1.94533 -1.32915 -4.68962
C 1.92212 1.55309 -1.51480
C 2.32990 1.26266 0.63972
H -5.32205 -0.39729 -1.24123
C -4.19391 -5.16919 -2.93868
H -5.31807 1.36034 0.74434
H -4.47640 4.97609 4.75710
C 2.51076 1.58379 -5.00421
H 3.47600 -2.11501 1.80330
N -0.50024 -0.11887 -1.99568
H 2.52753 -2.21983 0.41539
C 2.42108 3.70139 -6.13153
H 0.55307 -4.88913 2.31189
H 4.53435 -4.07596 1.36145
C 2.70176 -0.19838 4.14670
C -4.48056 -3.04929 -1.85055
C -4.98300 -4.27571 -2.21141
H 0.80512 -4.49875 0.60692
C 1.70476 4.24513 -5.06784
C -2.59511 -1.39889 -1.85292
C 1.34091 1.31547 -2.77834
H -3.52924 2.74870 4.37198
C -4.00288 3.70600 1.15732
H -1.39048 -3.31059 -3.22412
C -0.88779 2.15187 3.67111
C 3.52086 -4.05828 0.96413